(1)
99
Properties=species:S:1:pos:R:3:forces:R:3 method="wB97M-V/def2-TZVPD" total_energy_ha=-3439.51237 gap_ha=0.316
N 5.36888 0.06398 -2.25897 -0.097 0.091 1.316
C 4.62376 -0.44718 -1.04545 0.146 -1.834 0.821
C 2.95337 -0.38105 -1.05157 3.428 2.423 -0.505
C 2.63516 1.22262 -1.16745 -0.328 0.278 -0.399
C 1.06374 1.60543 -1.43227 -0.154 0.759 0.305
C -0.02580 0.66921 -0.64376 -1.084 0.643 0.206
C -0.72910 -0.41909 -1.69360 0.560 2.144 -0.979
S -1.41259 -1.93805 -0.82517 -5.115 0.587 4.225
O -1.09775 -1.98505 0.69938 -0.327 0.133 -5.601
O -2.97488 -1.96487 -1.04835 5.846 -0.100 0.115
Cl -0.55916 -3.64173 -1.77148 -0.109 1.243 0.599
N 2.66516 -1.10844 0.25757 0.926 -1.759 -0.692
C 3.35691 -2.47025 0.06708 -2.083 -3.764 1.027
O 2.93520 -3.67266 0.51696 3.059 8.186 -2.947
C 4.73505 -2.08818 -0.75346 1.194 -0.779 -0.156
O 5.81150 -2.32081 0.23021 -1.720 -0.701 0.341
C 5.09943 -2.93351 -2.11850 -0.398 -0.139 -0.016
C 4.79657 -4.56043 -1.99559 -4.252 -3.319 -3.457
O 3.98820 -5.20493 -2.85880 6.005 4.302 6.240
F 5.40214 -5.36176 -0.88456 -1.734 2.825 -3.243
H 5.35907 1.12316 -2.23148 -0.037 -1.742 0.038
H 6.36579 -0.20798 -2.10484 -1.017 0.405 -0.290
H 5.17882 -0.02499 -0.08770 -1.869 -0.548 -1.470
H 2.64367 -0.87424 -2.06647 0.113 0.385 2.293
H 3.23566 1.61268 -2.12283 -1.284 -1.020 2.009
H 3.07304 1.85137 -0.25654 -1.137 -1.614 -1.712
H 0.78760 1.64860 -2.58061 0.707 -0.273 2.380
H 0.92034 2.72070 -1.03133 0.312 -2.612 -0.878
H -0.91777 1.39451 -0.32358 1.948 -1.687 -0.622
H 0.35944 0.17677 0.34522 -0.478 0.769 -2.180
H -1.67278 0.14758 -2.15227 1.842 -1.810 1.017
H -0.03524 -0.66966 -2.61815 -1.433 0.016 2.158
H 3.30838 -0.68097 0.98726 -1.189 -0.218 -0.938
H 5.48715 -2.96159 0.94055 0.611 1.031 -1.574
H 4.45658 -2.47302 -3.00690 1.242 -1.510 1.883
H 6.22614 -2.78413 -2.42789 -2.195 -0.395 0.984
O -3.73926 -1.10118 2.44475 0.152 -0.158 0.185
H -3.15601 -1.28167 1.69234 -0.086 -0.014 0.068
H -3.52937 -1.80425 3.07770 0.009 -0.023 -0.211
O 1.75214 3.70970 0.88582 0.138 0.101 0.250
H 1.50315 3.58781 1.81428 -0.041 -0.083 -0.346
H 2.02694 4.63764 0.83693 -0.047 -0.167 0.111
O -5.10364 -0.44139 5.29026 -0.171 -0.380 0.031
H -4.52039 -0.62187 4.53785 -0.081 0.173 0.151
H -4.89375 -1.14445 5.92321 0.111 0.334 -0.283
O 1.52885 6.43708 1.43703 -0.411 0.349 -0.190
H 0.66887 6.56493 1.00927 0.249 -0.204 0.136
H 1.69137 7.27714 1.89187 0.174 0.134 -0.042
O 2.21898 5.87429 4.13299 -0.132 0.109 0.138
H 1.59926 6.48033 4.56604 0.047 -0.283 -0.181
H 1.87084 5.78703 3.23289 0.022 0.044 0.183
O -0.94907 -5.06140 -4.77163 -0.114 -0.248 0.194
H -1.10856 -6.01565 -4.82504 0.049 0.229 0.069
H -1.25327 -4.82248 -3.88317 0.028 0.024 -0.544
O -0.64907 1.98860 2.32837 -0.081 -0.157 0.405
H -0.80856 1.03435 2.27496 0.012 0.251 -0.030
H -0.95327 2.22752 3.21683 0.052 -0.109 -0.321
O 1.22885 9.14858 2.56612 -0.404 0.335 -0.047
H 0.36887 9.27642 2.13835 0.247 -0.019 0.140
H 1.39137 9.98863 3.02095 0.103 -0.345 -0.121
O -0.18102 3.49328 -3.71918 -0.426 0.268 -0.245
H -0.80074 4.09933 -3.28612 0.230 -0.214 -0.102
H -0.52916 3.40602 -4.61927 0.137 -0.026 0.263
O -1.72098 -0.61117 -4.88284 -0.200 -0.250 0.268
H -2.68178 -0.48804 -4.85853 0.208 -0.030 -0.021
H -1.60815 -1.57359 -4.88320 -0.076 0.245 -0.243
O -0.94907 6.32933 4.67861 -0.025 -0.020 0.096
H -1.10856 5.37508 4.62520 0.077 0.387 0.063
H -1.25327 6.56825 5.56707 -0.003 -0.360 -0.157
O -7.11224 -2.83867 4.68986 -0.082 0.318 0.594
H -7.36123 -2.96056 5.61831 0.049 -0.068 -0.409
H -6.83744 -1.91073 4.64096 0.021 0.065 0.156
O -1.86983 -6.69626 -2.11773 0.031 0.263 0.155
H -2.11883 -6.81815 -1.18928 0.060 0.025 -0.319
H -1.59504 -5.76832 -2.16663 -0.199 -0.454 0.291
O -1.69434 5.68513 7.56530 0.232 -0.273 0.235
H -2.15900 4.87873 7.83491 0.045 0.310 -0.139
H -0.83035 5.61341 7.99815 -0.245 0.060 -0.133
O -2.08834 -3.56011 -7.24469 -0.106 -0.216 -0.005
H -2.88617 -4.09139 -7.38643 0.311 0.128 0.023
H -1.50919 -4.14047 -6.72822 -0.186 0.117 0.086
O -2.71599 -2.23432 5.44703 0.292 -0.319 0.144
H -1.78040 -2.35967 5.22828 -0.284 0.082 0.032
H -2.88730 -2.89797 6.13202 0.033 0.149 -0.277
O -1.95043 -6.17883 -9.08747 0.463 0.004 0.007
H -1.52052 -5.35345 -9.35728 -0.196 -0.154 0.153
H -1.21274 -6.75969 -8.84791 -0.296 0.166 -0.100
O -2.42561 9.34202 5.68364 0.378 -0.308 -0.039
H -1.84236 9.16154 4.93123 -0.232 0.002 0.221
H -2.21572 8.63896 6.31659 -0.164 0.271 -0.152
O -6.11346 -3.20704 2.10508 0.192 0.431 -0.041
H -5.67369 -2.39076 1.82371 -0.007 -0.244 0.027
H -6.39654 -3.01969 3.01268 -0.040 -0.401 -0.255
O 7.12142 -6.09596 -3.12319 -0.181 -0.284 -0.132
H 6.16063 -5.97282 -3.09888 0.310 -0.282 -0.157
H 7.23426 -7.05838 -3.12355 -0.017 0.377 0.029
O -5.08834 -0.42705 -2.95887 -0.052 -0.394 -0.034
H -5.88617 -0.95833 -3.10061 0.267 0.232 0.045
H -4.50919 -1.00741 -2.44240 -0.044 0.110 0.027

=====

(2)
23
Properties=species:S:1:pos:R:3:forces:R:3 method="wB97M-V/def2-TZVPD" total_energy_ha=-4896.78743 multiplicity=3 relative_energy_ev=4.266 s_squared=2.10 gap_ha="0.215 / 0.263" charge=+1
O -2.61079 -4.29648 0.25687 3.451 -0.070 -3.315
C -1.76936 -4.31118 -0.55207 -3.440 0.096 3.327
Ni 0.77365 -0.00782 -1.39980 0.235 0.101 0.284
O 2.54738 -1.72580 0.31821 -0.989 2.621 -3.264
C 2.14304 -1.07122 -0.55314 1.407 -4.948 4.427
C 2.14193 1.26280 -1.12958 1.632 7.582 1.818
O 2.52846 2.26818 -0.65018 -1.323 -5.014 -2.137
C 0.25321 0.26087 -3.96942 -5.152 2.333 -11.779
O -0.16101 0.31949 -5.15599 3.447 -0.955 9.551
C 1.51325 -0.41605 -3.10945 5.934 -3.900 -0.644
O 2.50651 -0.85170 -3.67170 -4.915 2.512 1.701
H -0.70846 0.61339 -0.76737 0.281 -0.513 -1.562
Br -1.36981 -1.86242 3.51040 0.045 0.768 -0.317
C -0.97540 -0.30527 2.46695 -0.655 -0.219 0.953
C -1.43967 0.97565 2.81385 0.116 -0.356 -0.053
C -1.16746 2.04224 1.93551 0.056 -0.240 0.276
C -0.38067 1.81933 0.82184 0.505 -1.209 0.704
N 0.17095 0.55603 0.59098 -1.916 0.714 0.315
C -0.23050 -0.50812 1.33165 0.434 1.363 -0.104
H -2.02631 1.10772 3.74123 0.371 -0.014 -0.738
H -1.57794 3.03478 2.12173 0.131 -0.300 -0.043
H -0.21124 2.58827 0.06155 0.208 -0.370 0.416
H 0.05024 -1.49272 0.98792 0.137 0.017 0.184

=====

(3)
25
Properties=species:S:1:pos:R:3:forces:R:3 method="wB97M-V/def2-TZVPD" total_energy_ha=-2066.57309 multiplicity=5 relative_energy_ev=0.012 s_squared=6.03 gap_ha="0.280 / 0.191" charge=+1
Ir -1.76168 -1.13979 -1.24765 0.988 -0.534 -0.099
Cl 4.18010 -1.41156 3.18307 0.158 -0.001 0.089
C 3.01175 -1.43715 1.94096 -0.588 -0.026 0.162
C 3.40880 -1.52175 0.61200 -0.188 -0.001 -0.116
C 2.45826 -1.54195 -0.39433 -0.193 0.138 0.344
Cl 2.93405 -1.64742 -2.02038 0.053 -0.017 -0.233
C 1.07009 -1.44196 -0.08710 0.553 -0.085 0.620
O 0.21565 -1.43156 -1.04875 -1.134 0.071 -0.434
C 0.69252 -1.38561 1.29319 -0.390 -0.033 -0.036
C -0.70709 -1.40522 1.71899 0.853 -0.072 -0.245
O -1.66460 -1.39852 0.95897 -0.636 0.063 -0.186
C 1.65366 -1.39371 2.28443 0.723 -0.010 -0.039
H 4.45983 -1.57503 0.36541 0.002 -0.006 -0.039
H -0.89381 -1.46032 2.79769 -0.034 0.037 0.004
H 1.38385 -1.37525 3.33228 -0.090 0.021 -0.017
I -0.84906 5.07484 -0.28248 0.126 0.319 0.119
C -1.52725 3.26041 -0.91177 -0.141 -0.358 -0.140
C -2.58253 3.00354 -1.76448 -0.107 -0.108 -0.036
N -2.66961 1.67343 -1.90082 0.146 0.082 -0.027
N -1.71414 1.04829 -1.19463 -0.284 0.392 0.004
C -1.02187 1.99852 -0.57993 0.133 0.041 0.014
H -3.27190 3.65215 -2.27754 0.039 0.093 0.045
H -3.31576 1.11633 -2.44317 -0.038 -0.003 -0.025
H -0.18886 1.74815 0.05677 0.006 0.022 0.006
F -3.30040 -1.00886 -2.39075 0.044 -0.026 0.262